{
  "formula": "C17H46Cl10N12O24",
  "method": "ωB97M-V/def2-TZVPD",
  "elements": ["C", "N", "O", "O", "H", "H", "H", "C", "N", "O", "O", "H", "H", "H", "C", "N", "O", "O", "H", "H", "H", "C", "N", "O", "O", "H", "H", "H", "C", "N", "O", "O", "H", "H", "H", "C", "N", "O", "O", "H", "H", "H", "C", "N", "O", "O", "H", "H", "H", "C", "N", "O", "O", "H", "H", "H", "C", "N", "O", "O", "H", "H", "H", "C", "N", "O", "O", "H", "H", "H", "C", "N", "O", "O", "H", "H", "H", "C", "N", "O", "O", "H", "H", "H", "C", "Cl", "Cl", "H", "H", "C", "Cl", "Cl", "H", "H", "C", "Cl", "Cl", "H", "H", "C", "Cl", "Cl", "H", "H", "C", "Cl", "Cl", "H", "H"],
  "coordinates": [[17.35694, -17.67743, 9.93683], [18.28175, -16.96352, 9.07782], [18.17227, -15.78368, 8.79528], [19.23125, -17.63190, 8.69830], [17.77012, -18.67165, 10.10685], [16.36232, -17.56194, 9.50614], [17.42826, -17.11191, 10.86591], [21.30646, -19.44240, 12.24593], [20.32943, -18.79118, 13.19201], [19.56737, -17.98204, 12.74379], [20.35653, -19.05299, 14.38230], [21.71222, -20.38880, 12.60342], [22.06701, -18.66278, 12.20284], [20.85237, -19.41150, 11.25550], [18.35462, -22.53187, 12.11799], [19.39870, -22.47149, 10.99884], [19.63914, -23.55506, 10.46312], [19.76048, -21.38067, 10.60032], [18.10582, -21.48063, 12.26325], [18.74826, -22.92917, 13.05356], [17.55082, -23.17727, 11.76379], [17.40880, -19.04169, 16.60005], [16.41757, -19.26717, 17.71916], [16.33788, -18.39667, 18.56563], [15.88547, -20.38392, 17.74173], [16.98832, -18.30417, 15.91641], [17.60081, -19.94664, 16.02361], [18.37162, -18.71823, 16.99558], [17.43674, -13.55851, 11.08112], [15.99779, -13.17434, 11.13819], [15.69202, -12.08620, 10.70402], [15.22822, -13.90089, 11.76847], [17.94077, -13.12932, 11.94705], [17.87120, -13.14003, 10.17324], [17.45320, -14.64838, 11.08481], [13.04529, -18.22862, 18.88533], [13.20651, -17.39332, 17.70252], [12.48708, -17.49640, 16.71143], [14.12060, -16.65031, 17.69153], [12.54200, -17.71589, 19.70503], [14.03655, -18.54917, 19.20588], [12.42964, -19.10357, 18.67672], [14.62238, -17.73638, 14.00397], [15.35469, -18.22386, 12.79720], [14.97990, -17.87706, 11.67885], [16.39999, -18.91218, 12.99695], [15.02006, -16.99008, 14.69169], [14.11087, -18.48250, 14.61205], [13.79293, -17.19778, 13.54569], [10.09981, -18.50772, 14.91671], [11.17097, -19.47385, 14.88813], [11.41970, -19.90107, 13.75965], [11.58457, -19.97350, 15.91997], [9.23720, -18.95930, 14.42672], [10.43395, -17.53171, 14.56478], [9.79748, -18.43227, 15.96122], [12.85090, -14.14208, 13.58271], [11.55591, -14.07678, 14.28859], [11.20744, -15.17890, 14.75932], [10.96972, -13.06840, 14.37915], [13.56647, -14.50982, 14.31812], [13.06222, -13.09777, 13.35280], [12.75778, -14.75344, 12.68512], [13.09841, -19.42129, 9.61196], [12.15882, -20.55661, 9.45046], [10.97305, -20.31203, 9.67072], [12.55613, -21.51605, 8.92595], [13.66737, -19.64684, 10.51391], [12.54283, -18.48683, 9.69081], [13.71441, -19.42527, 8.71271], [16.99281, -14.37073, 14.92463], [16.45777, -13.78540, 16.17424], [17.22171, -13.81676, 17.13614], [15.24735, -13.60638, 16.15909], [16.92484, -15.45528, 15.00962], [18.02374, -14.03568, 14.81049], [16.39366, -14.10029, 14.05516], [18.11289, -20.77692, 7.92105], [16.84142, -20.20571, 7.55405], [16.81962, -18.97230, 7.46392], [15.88678, -20.95741, 7.66914], [18.57275, -21.36360, 7.12579], [17.76438, -21.38112, 8.75866], [18.79268, -20.00209, 8.27550], [9.92908, -16.41553, 9.50666], [10.23856, -17.59829, 8.24027], [11.54716, -16.24493, 10.42711], [9.59396, -15.46169, 9.09926], [9.16939, -16.75506, 10.21073], [14.60599, -13.88836, 19.61143], [14.06980, -12.28586, 20.15030], [13.58237, -15.13242, 20.30994], [14.51299, -14.03263, 18.53503], [15.59241, -14.22841, 19.92679], [12.80030, -23.21408, 17.49828], [12.85234, -22.32411, 19.06183], [14.37022, -23.73326, 17.03380], [12.09278, -24.04105, 17.55856], [12.37693, -22.47874, 16.81408], [14.13512, -22.15553, 14.12322], [13.58477, -22.08927, 12.38273], [15.88806, -21.65689, 14.14774], [13.55548, -21.56613, 14.83367], [14.02760, -23.21850, 14.33919], [14.60981, -16.95210, 6.62852], [14.33149, -15.87851, 7.97872], [13.88504, -16.21508, 5.12410], [15.69786, -16.95802, 6.56353], [14.11064, -17.88551, 6.88865]],
  "forces_ev_per_angstrom": [[-0.48, 0.84, 0.91], [2.13, -0.14, -1.26], [-0.85, -0.28, 0.49], [0.16, 0.02, -0.11], [-0.52, 0.15, -0.24], [0.10, -0.37, 0.24], [-0.37, -0.19, 0.19], [0.04, 1.39, -0.15], [-0.01, -0.82, 0.99], [-0.53, 0.76, -1.11], [0.56, -0.59, -0.17], [-0.42, 0.25, 0.02], [0.43, -0.27, 0.10], [-0.08, -0.52, 0.33], [0.60, 0.85, -0.23], [-1.24, -1.89, -0.34], [0.33, 1.46, 0.57], [0.20, -0.41, 0.25], [-0.47, -0.28, 0.03], [0.39, -0.13, -0.34], [0.07, 0.33, -0.02], [0.11, 0.01, -0.53], [1.23, -1.51, -0.16], [-0.43, -0.53, -0.48], [0.03, 1.72, 0.21], [0.06, 0.10, 0.23], [-0.52, -0.11, 0.37], [-0.39, 0.28, 0.29], [-0.05, -0.45, -0.48], [-0.42, 0.70, 1.16], [0.06, -0.38, -0.27], [0.66, 0.05, -0.57], [-0.25, -0.05, 0.04], [-0.17, -0.15, 0.10], [0.23, 0.25, 0.01], [-0.65, -1.44, 1.00], [-1.46, -0.65, -1.76], [-0.59, -0.59, 0.80], [2.62, 1.89, 0.50], [0.22, 0.51, -0.32], [-0.08, 0.24, -0.09], [0.11, 0.15, -0.46], [-2.61, 0.91, -0.53], [3.15, -0.89, 0.21], [0.06, -0.51, 1.66], [-2.53, 1.66, -0.49], [1.23, -0.35, -0.43], [0.69, -0.68, -0.32], [-0.14, 0.04, 0.03], [-1.18, 0.89, 1.72], [-0.32, -2.18, -1.24], [0.81, 0.44, 0.80], [0.26, 0.27, -0.34], [0.39, 0.29, -0.59], [-0.12, -0.24, -0.28], [0.25, 0.34, 0.00], [0.31, 1.25, 0.06], [0.94, -4.31, 0.33], [-0.17, 1.16, -0.33], [-1.40, 2.26, 0.23], [-0.03, -0.15, -0.28], [0.31, -0.28, -0.32], [-0.01, 0.03, 0.26], [0.28, 0.15, 0.31], [-2.55, 3.94, 0.00], [0.42, -0.43, 0.62], [1.53, -3.68, -1.13], [0.16, 0.24, -0.19], [0.07, -0.39, 0.18], [0.19, -0.11, 0.27], [0.58, 0.28, -0.94], [-0.18, -2.03, 0.15], [-1.22, 0.86, -0.72], [0.75, 0.69, 0.80], [0.23, 0.09, 0.35], [-0.08, -0.26, 0.06], [-0.11, 0.31, 0.29], [1.16, -0.72, 0.81], [-0.70, 1.34, 1.21], [-0.85, -1.23, -0.80], [-0.03, 1.01, -1.01], [-0.33, -0.03, 0.07], [0.84, -0.45, -0.13], [-0.18, 0.01, -0.29], [0.97, -0.11, 0.59], [-0.53, 0.30, -0.09], [-1.49, 0.40, -0.37], [0.60, -0.07, -0.06], [0.39, -0.30, -0.06], [0.01, -0.80, -0.33], [0.57, -0.33, -0.28], [-0.76, -0.43, 0.60], [0.03, 0.62, 0.13], [0.11, 1.03, 0.04], [-1.34, 0.97, 0.47], [-0.13, -0.37, -0.16], [0.73, -0.39, -0.29], [0.36, -0.03, 0.30], [0.36, -0.13, -0.21], [0.54, -0.64, -1.26], [0.00, 0.35, 1.05], [-1.15, -0.45, 0.45], [0.05, 0.34, -0.56], [0.45, 0.32, 0.24], [-0.13, 0.78, -0.43], [-0.30, 0.50, 0.84], [0.48, -0.72, 0.73], [-0.41, -0.60, -0.58], [0.36, 0.04, -0.58]],
  "fmax_ev_per_a": 4.69,
  "spin_multiplicity": 1,
  "molar_mass_g_mol": 1157.15,
  "orbital_gap_ev": 9.70,
  "e_lumo_ev": -0.876
}

{
  "formula": "C23H24FN3O2S",
  "method": "ωB97M-V/def2-TZVPD",
  "elements": ["O", "C", "N", "C", "C", "C", "C", "O", "N", "C", "C", "C", "N", "C", "C", "C", "C", "C", "C", "C", "S", "C", "C", "C", "C", "C", "C", "C", "C", "F", "H", "H", "H", "H", "H", "H", "H", "H", "H", "H", "H", "H", "H", "H", "H", "H", "H", "H", "H", "H", "H", "H", "H", "H"],
  "coordinates": [[3.64954, 0.30710, 1.82150], [2.75060, -0.02213, 1.07610], [1.51222, 0.53330, 1.18892], [0.35192, 0.21120, 0.50371], [-0.73993, 1.06878, 0.56384], [-1.93627, 0.75768, -0.06646], [-3.06056, 1.73390, 0.06757], [-3.15050, 2.47874, 1.02671], [-3.91421, 1.76578, -0.97821], [-5.13782, 2.52689, -0.94813], [-6.37027, 1.62778, -0.82149], [-6.26923, 0.70093, 0.39272], [-5.42207, -0.44750, 0.13486], [-6.07562, -1.52976, -0.58018], [-5.12028, -2.71297, -0.41849], [-4.40191, -2.44079, 0.91512], [-4.90716, -1.06108, 1.35027], [-2.05666, -0.45386, -0.74351], [-0.98115, -1.31649, -0.80544], [0.22612, -0.98733, -0.20163], [1.57003, -2.12193, -0.32579], [2.93166, -1.04938, 0.01934], [4.10804, -1.27965, -0.58033], [5.30345, -0.45990, -0.41814], [6.55404, -1.05082, -0.25009], [7.69204, -0.28122, -0.09924], [7.60943, 1.10079, -0.13300], [6.38435, 1.71444, -0.33099], [5.25631, 0.93267, -0.46977], [4.07666, 1.54778, -0.71473], [1.45003, 1.29934, 1.84884], [-0.66988, 1.99584, 1.11354], [-3.84214, 1.05490, -1.68703], [-5.21017, 3.13372, -1.85754], [-5.06615, 3.19088, -0.08338], [-7.25091, 2.26318, -0.71936], [-6.48786, 1.03247, -1.72839], [-5.82980, 1.26151, 1.22108], [-7.28184, 0.38091, 0.69960], [-7.05908, -1.76728, -0.13532], [-6.23448, -1.26236, -1.62668], [-4.40536, -2.73934, -1.24050], [-5.65833, -3.65918, -0.41278], [-4.64128, -3.19484, 1.66298], [-3.32166, -2.43104, 0.77987], [-5.70229, -1.16959, 2.10723], [-4.11752, -0.43440, 1.76880], [-2.99584, -0.74313, -1.18663], [-1.05974, -2.26180, -1.32060], [4.19698, -2.12859, -1.24619], [6.61855, -2.12821, -0.21608], [8.64788, -0.76160, 0.04486], [8.49684, 1.70294, -0.01316], [6.29155, 2.78798, -0.37865]],
  "forces_ev_per_angstrom": [[-0.05, 0.03, 0.01], [0.23, 0.13, 0.35], [-0.05, 0.37, 0.27], [-0.54, -0.24, -0.35], [-0.04, -0.05, -0.08], [0.27, -0.27, 0.17], [0.06, -0.01, -0.38], [0.01, 0.12, 0.32], [0.07, 0.11, -0.28], [-0.33, 0.09, -0.03], [0.24, 0.04, 0.30], [-0.10, 0.16, -0.21], [-0.03, -0.28, 0.04], [-0.05, -0.07, -0.17], [-0.09, 0.04, -0.04], [0.00, 0.04, 0.08], [0.12, -0.01, 0.15], [0.00, 0.16, 0.06], [0.20, 0.09, 0.05], [0.24, -0.01, -0.07], [-0.07, -0.01, 0.26], [0.17, -0.51, -0.60], [-0.61, 0.14, 0.30], [0.27, 0.31, 0.05], [-0.13, 0.17, -0.02], [0.17, -0.06, 0.03], [-0.06, -0.06, 0.00], [-0.19, 0.02, -0.01], [0.19, -0.12, -0.17], [0.20, -0.06, 0.09], [0.13, -0.18, -0.04], [-0.02, 0.12, 0.07], [0.12, 0.02, 0.13], [0.01, 0.02, 0.14], [-0.03, -0.01, -0.16], [-0.05, 0.01, -0.09], [-0.11, -0.02, -0.07], [-0.05, 0.01, 0.04], [0.11, -0.02, 0.06], [0.01, 0.03, 0.00], [-0.10, -0.04, 0.00], [0.00, -0.03, -0.05], [0.02, -0.03, -0.07], [0.06, -0.01, 0.02], [0.00, -0.04, 0.04], [0.00, 0.03, 0.00], [-0.04, 0.00, 0.11], [-0.15, -0.04, -0.05], [-0.06, -0.09, -0.11], [-0.08, -0.03, -0.12], [0.01, -0.11, -0.01], [0.08, -0.04, 0.02], [0.07, 0.06, 0.00], [-0.04, 0.10, -0.01]],
  "smiles": "O=C1Nc2cc(C(=O)NCCCN3CCCC3)ccc2S/C1=C/c1ccccc1F",
  "fmax_ev_per_a": 0.80,
  "spin_multiplicity": 1,
  "de_lowest_kcal_mol": 2.9,
  "molar_mass_g_mol": 425.53,
  "orbital_gap_ev": 8.26,
  "e_lumo_ev": 0.184
}

{
  "formula": "C3H7ClN2OSi",
  "method": "ωB97M-V/def2-TZVPD",
  "elements": ["C", "N", "C", "C", "N", "O", "Si", "Cl", "H", "H", "H", "H", "H", "H", "H"],
  "coordinates": [[-1.06510, -1.01777, -0.37661], [0.22160, -0.37739, -0.30497], [0.44809, 0.47981, 0.84062], [1.78802, 1.10153, 0.66930], [2.37763, 0.84406, -0.45470], [3.51469, 1.26490, -0.81253], [1.38133, -0.19338, -1.54155], [2.23632, -1.86135, -2.17531], [-1.04442, -1.77436, -1.15767], [-1.29762, -1.49816, 0.57622], [-1.85836, -0.29916, -0.60738], [0.41060, -0.11275, 1.76579], [-0.33233, 1.25063, 0.91622], [2.24661, 1.72058, 1.42087], [1.00017, 0.79663, -2.92931]],
  "forces_ev_per_angstrom": [[-0.10, 0.04, -0.06], [0.11, -0.08, -0.47], [-0.05, -0.15, 0.01], [-0.33, -0.15, 0.00], [0.01, 0.04, 0.42], [0.73, 0.18, -0.42], [-1.36, 2.76, -1.42], [0.42, -0.77, -0.30], [-0.13, -0.12, 0.00], [-0.05, -0.09, -0.04], [-0.09, -0.06, 0.02], [-0.01, 0.07, -0.02], [0.03, 0.00, 0.04], [0.23, 0.14, -0.04], [0.61, -1.80, 2.29]],
  "smiles": "CN1CC=[N+]([O-])[Si@H]1Cl",
  "fmax_ev_per_a": 3.39,
  "spin_multiplicity": 1,
  "de_lowest_kcal_mol": 0.0,
  "molar_mass_g_mol": 150.64,
  "orbital_gap_ev": [9.23, 9.23],
  "e_lumo_ev": [0.636, 0.636]
}

{
  "formula": "C4H6EuO2",
  "method": "ωB97M-V/def2-TZVPD",
  "elements": ["O", "C", "C", "C", "C", "O", "Eu", "H", "H", "H", "H", "H", "H"],
  "coordinates": [[-2.92679, 0.81466, -0.31851], [-1.69304, 0.25022, -0.60131], [-0.68176, 0.16380, 0.30091], [0.47585, -0.72758, 0.11763], [1.93206, -0.25975, 0.19966], [2.09376, 1.03373, 0.71953], [0.53251, 2.27829, 0.47315], [-3.47847, 0.18325, 0.15127], [-1.62809, -0.23193, -1.59023], [0.37433, -1.31687, -0.81343], [0.13928, -0.88067, 1.32070], [2.38133, -0.33869, -0.81253], [2.47903, -0.96847, 0.85317]],
  "forces_ev_per_angstrom": [[-0.43, 0.81, -0.21], [1.47, -1.16, 0.51], [-1.47, 2.81, -0.96], [-0.58, 0.23, 2.11], [0.61, -0.09, 0.34], [1.62, -1.09, 0.05], [-2.05, 1.49, -0.01], [0.22, -0.02, 0.02], [-0.32, -0.18, 0.17], [-0.13, -1.02, 0.94], [1.24, -1.99, -2.79], [-0.09, 0.09, 0.30], [-0.08, 0.11, -0.45]],
  "fmax_ev_per_a": 3.64,
  "spin_multiplicity": 8,
  "de_lowest_kcal_mol": 39.3,
  "molar_mass_g_mol": 238.05,
  "orbital_gap_ev": [5.94, 6.03],
  "e_lumo_ev": [-0.704, -0.708]
}

{
  "formula": "C3H7N2O2",
  "method": "ωB97M-V/def2-TZVPD",
  "elements": ["C", "C", "C", "N", "N", "O", "O", "H", "H", "H", "H", "H", "H", "H"],
  "coordinates": [[-1.18547, 1.56809, 1.04841], [-0.26945, 0.63358, 1.44821], [0.79630, -1.90059, -0.71900], [0.58242, 0.40338, -0.38484], [0.71014, -0.56523, -1.27841], [0.69305, -0.35993, -2.46667], [-0.08838, -0.03638, 2.36633], [-2.03942, 1.81699, 1.74004], [-1.62202, 1.31504, 0.04536], [-0.83741, 2.51010, 0.57838], [0.08791, -1.93594, 0.10642], [1.70917, -1.97682, -0.14785], [0.78265, -2.72548, -1.51646], [0.68051, 1.25319, -0.81992]],
  "forces_ev_per_angstrom": [[-3.81, 3.87, -3.06], [0.75, -2.74, 2.09], [0.33, -1.81, -0.18], [0.29, -3.63, 1.15], [-0.77, 1.69, 0.72], [0.43, -0.20, 0.49], [1.00, 0.42, -1.87], [1.28, -0.55, -0.26], [-0.07, -0.83, 0.98], [0.74, -0.10, 1.07], [-0.63, -0.43, -0.51], [0.74, 0.15, -0.28], [-0.42, 1.57, 1.25], [0.14, 2.60, -1.60]],
  "fmax_ev_per_a": 6.23,
  "spin_multiplicity": 1,
  "de_lowest_kcal_mol": 110.5,
  "molar_mass_g_mol": 103.10,
  "charge": 1,
  "orbital_gap_ev": 10.56,
  "e_lumo_ev": -5.118
}

{
  "formula": "C3H4N4O",
  "method": "ωB97M-V/def2-TZVPD",
  "elements": ["O", "C", "N", "C", "N", "C", "N", "N", "H", "H", "H", "H"],
  "coordinates": [[1.21803, 0.28881, 2.10038], [1.42614, -0.77175, 1.51633], [0.86240, -1.13251, 0.34982], [-0.03039, -0.32663, -0.35748], [-0.60444, -0.66615, -1.50906], [-1.38726, 0.42548, -1.74371], [-1.32745, 1.41166, -0.83230], [-0.45550, 0.87422, 0.07343], [2.14322, -1.53437, 1.89251], [0.98172, -2.03274, -0.09997], [-2.05754, 0.51529, -2.59070], [-0.18758, 1.36813, 0.93097]],
  "forces_ev_per_angstrom": [[0.16, -1.12, -0.68], [0.67, 0.56, 1.18], [-0.88, 0.09, -1.20], [-0.55, 0.33, 0.01], [0.21, 0.68, 0.90], [-0.18, 1.07, 0.62], [0.26, -1.80, -0.63], [0.08, 0.36, -0.07], [-0.34, 0.30, -0.04], [0.35, 0.09, 0.43], [0.27, -0.07, 0.08], [-0.05, -0.49, -0.62]],
  "smiles": "O=CNc1ncn[nH]1",
  "fmax_ev_per_a": 1.92,
  "spin_multiplicity": 1,
  "de_lowest_kcal_mol": 1.2,
  "molar_mass_g_mol": 112.09,
  "orbital_gap_ev": 10.11,
  "e_lumo_ev": 0.639
}

{
  "formula": "C2H4N2OS2",
  "method": "ωB97M-V/def2-TZVPD",
  "elements": ["O", "C", "N", "S", "C", "S", "N", "H", "H", "H", "H"],
  "coordinates": [[0.68867, -2.19677, -1.05653], [0.16545, -1.13932, -0.73923], [-0.83128, -1.13596, 0.23038], [-1.54183, 0.20885, 1.04053], [-0.14758, 1.34387, 0.90237], [0.19346, 1.66488, -0.83989], [0.57692, 0.05752, -1.30291], [-0.84792, -2.01199, 0.74293], [0.73247, 0.95836, 1.43555], [-0.44037, 2.30521, 1.34229], [1.45201, -0.05466, -1.75549]],
  "forces_ev_per_angstrom": [[-0.12, 0.56, 0.05], [-0.19, -0.36, 0.16], [0.17, 0.24, -0.03], [0.26, -0.12, -0.22], [0.20, 0.06, 0.15], [-0.03, -0.32, 0.19], [-0.80, -0.10, 0.56], [0.06, 0.26, -0.16], [-0.21, 0.09, -0.23], [-0.06, -0.24, -0.08], [0.72, -0.08, -0.38]],
  "smiles": "O=C1NSCSN1",
  "fmax_ev_per_a": 0.98,
  "spin_multiplicity": 1,
  "de_lowest_kcal_mol": 8.8,
  "molar_mass_g_mol": 136.20,
  "orbital_gap_ev": 9.29,
  "e_lumo_ev": 0.475
}